Computed, not measured: a molecular structure, C21H18BN9O6V, with ωB97M-V/def2-TZVPD.

As for the HOMO energy (spin up / spin down): -0.345 / -0.345 hartree. Its energy relative to the best compared isomer or geometry (same formula, charge and spin) is 0.0 kJ/mol. As for the orbital gap (spin up / spin down): 7.808 / 8.376 eV. The expectation value of S² is 0.760. Its LUMO energy (spin up / spin down) is -1.57 / -1.00 eV.

Structure (ORCA input):
```
! wB97M-V def2-TZVPD RIJCOSX def2/J DEFGRID3
* xyz 0 2
V -0.217 0.120 -0.945
O 2.317 2.697 -2.827
C 1.664 1.736 -2.512
O 0.955 1.607 -1.415
C 1.542 0.505 -3.354
C 2.121 0.259 -4.582
C 1.844 -0.955 -5.198
C 1.003 -1.870 -4.579
C 0.467 -1.528 -3.355
N 0.749 -0.377 -2.768
C -0.488 -2.320 -2.522
O -0.901 -3.407 -2.826
O -0.776 -1.666 -1.416
H 2.758 1.011 -5.025
H 2.277 -1.183 -6.163
H 0.743 -2.821 -5.021
C 3.070 -1.873 0.956
C 2.405 -1.387 -0.164
N 1.317 -0.713 0.206
N 1.263 -0.747 1.552
C 2.305 -1.446 2.024
B 0.086 -0.112 2.361
N -0.078 1.362 1.931
C -0.299 2.485 2.639
C -0.649 3.489 1.762
C -0.633 2.880 0.505
N -0.303 1.604 0.629
N -1.221 -0.784 1.919
C -2.240 -1.377 2.566
C -3.250 -1.611 1.655
C -2.759 -1.123 0.445
N -1.546 -0.619 0.617
N 0.413 -0.211 3.832
C 1.384 0.485 4.480
C 1.523 -0.054 5.733
C 0.583 -1.104 5.760
N -0.071 -1.200 4.618
H 3.974 -2.454 0.988
H 2.652 -1.490 -1.208
H 2.430 -1.596 3.083
H -0.203 2.490 3.711
H -0.880 4.512 1.996
H -0.830 3.291 -0.470
H -2.153 -1.595 3.615
H -4.199 -2.080 1.840
H -3.204 -1.133 -0.535
H 1.913 1.290 3.997
H 2.197 0.262 6.509
H 0.358 -1.788 6.563
C -3.214 1.971 -3.235
C -2.210 0.878 -2.978
O -1.904 0.046 -3.803
O -1.715 0.917 -1.748
H -3.594 1.901 -4.250
H -2.744 2.942 -3.074
H -4.031 1.883 -2.519
*
```